Entry 1:
50
Properties=species:S:1:pos:R:3 method="wB97M-V/def2-TZVPD" homo_lumo_gap_ev="5.93 / 5.28" spin_multiplicity=2 de_lowest_kj_mol=258.0 charge=+2
H -1.730 -3.340 -3.968
C -1.052 2.022 2.269
O -0.790 -0.511 1.001
H -2.184 2.526 -4.517
Ir 0.346 0.773 -0.222
H 4.253 0.817 -3.924
H -1.240 2.944 2.831
C 3.215 0.653 0.559
C 2.224 0.522 2.487
C -2.031 -1.549 4.193
C -1.184 -0.409 2.233
C -2.330 -0.309 4.785
H 5.163 0.814 1.353
H 1.417 0.432 3.193
C -1.558 -1.213 -3.660
Br -0.728 2.466 -1.962
N -3.021 -0.277 6.086
O -0.539 2.156 1.131
C -0.348 -0.585 -1.644
H -2.248 1.794 4.663
H 1.538 0.927 -3.567
C -1.347 1.120 -3.157
H -2.272 -2.457 4.729
N 2.031 0.535 1.127
H -1.267 -2.533 2.447
O -3.330 -1.343 6.562
H 4.108 0.662 3.652
C -1.074 -0.198 -2.792
C 2.323 0.862 -2.834
O -3.229 0.813 6.568
N 4.169 0.710 1.495
C -2.011 0.856 4.174
H 0.458 -2.170 -0.483
C -2.007 1.483 -4.288
H -0.484 -3.942 -1.934
C -0.114 -1.894 -1.360
C -1.465 -1.596 2.948
C 3.243 0.732 -0.868
C 3.667 0.802 -3.021
C -2.246 -0.843 -4.842
H -2.977 0.739 -6.065
C -0.640 -2.904 -2.194
H -2.602 -1.626 -5.499
H 5.222 0.636 -1.586
C -2.458 0.469 -5.156
N 4.233 0.721 -1.767
C -1.337 -2.569 -3.318
C -1.403 0.827 2.899
N 2.077 0.825 -1.483
C 3.559 0.631 2.727



Entry 2:
54
Properties=species:S:1:pos:R:3 method="wB97M-V/def2-TZVPD" homo_lumo_gap_ev="5.58 / 5.58" de_lowest_kj_mol=0.0 charge=0
H 1.739 5.038 4.050
H -1.872 0.648 3.185
C 3.668 -2.199 1.057
C -0.395 2.986 -0.294
C -1.863 -2.072 -0.989
C 1.921 4.014 3.775
C 0.285 -1.099 -3.933
H 1.659 -3.186 -2.286
C -2.091 1.492 2.546
H -3.918 2.082 3.531
Ti 0.739 0.805 1.183
H -2.694 -2.712 -0.730
O -5.406 3.936 3.060
H 0.349 -0.105 -4.363
C 3.020 -1.068 0.867
H -1.788 -2.651 -3.056
C -4.658 4.315 2.148
Cl 4.209 -2.637 2.629
C 1.241 -5.264 -2.662
N 2.417 -0.048 0.680
Cl 0.282 -0.691 2.828
N -1.204 1.738 1.572
H 1.636 -5.621 -1.717
H 0.473 3.816 2.245
C -2.531 3.618 0.885
C 1.249 -3.915 -2.969
C -1.358 -2.035 -2.276
H -0.079 -6.466 -5.351
C -1.289 -1.272 -0.020
N 1.598 2.150 2.622
C 0.727 -3.548 -4.204
C -0.294 -1.188 -2.574
C -1.446 2.788 0.752
N 1.222 3.427 2.797
C 0.306 -5.727 -4.657
O -4.665 5.300 1.397
H -1.637 -1.280 1.003
C -3.439 3.373 1.915
C 2.806 3.075 4.265
N 0.268 -4.463 -5.062
C 0.200 -0.397 -1.550
H -2.690 4.460 0.223
H 3.023 0.954 3.573
H 1.007 0.302 -1.732
N 0.762 -6.183 -3.496
H 3.522 3.203 5.056
O 0.661 2.175 -0.059
C -3.209 2.280 2.738
O -0.453 3.747 -1.210
C 0.687 -2.140 -4.660
Cl 4.009 -3.249 -0.266
H 1.007 -1.981 -5.683
N -0.272 -0.450 -0.297
C 2.562 1.926 3.513



Entry 3:
58
Properties=species:S:1:pos:R:3 method="wB97M-V/def2-TZVPD" homo_lumo_gap_ev="6.55 / 7.99" spin_multiplicity=3 de_lowest_kj_mol=83.8 charge=0
H 1.380 -3.503 1.021
C -1.546 0.580 -2.077
H -3.231 -1.105 -4.459
C 3.333 -0.303 1.959
C -2.539 3.150 1.211
Cl -5.197 3.507 0.862
H -1.531 -0.508 2.823
H 3.988 -1.801 2.883
H 0.074 -3.650 -0.127
C -1.965 -3.389 -3.410
O 2.292 -0.960 1.606
C -0.155 -2.060 2.324
O 1.223 3.503 -1.789
C -2.399 0.372 -3.146
H 5.406 3.760 1.128
O 2.389 -3.091 -1.438
C 3.474 1.001 1.500
N -0.881 -0.417 -1.475
C -1.865 -1.943 -3.025
W 0.702 0.038 0.418
O 0.603 1.527 -0.918
C -2.557 -0.913 -3.633
C 1.388 2.589 -1.020
H -0.462 -0.991 4.154
H -0.562 -2.460 -1.445
Cl -2.498 4.825 1.611
C 4.586 3.068 0.998
O 4.257 -0.879 2.743
C -0.515 -0.800 3.083
C -3.759 2.563 0.906
C -1.382 2.362 1.198
C -2.624 0.431 0.721
H -1.385 1.571 -1.689
C 2.530 2.459 -0.055
H -2.290 -4.603 -5.000
C 0.770 -2.931 0.317
H -2.199 -2.929 -5.410
Cl -2.877 -1.289 0.635
C -1.055 -1.648 -1.939
C -3.805 1.189 0.692
O -1.780 -4.266 -2.594
Cl -5.342 0.463 0.396
Cl 0.071 3.177 1.738
N -2.290 -3.640 -4.707
H 5.343 1.626 2.383
H -2.920 1.213 -3.579
N 2.431 1.335 0.671
C 3.551 3.351 0.055
H 1.292 0.191 3.118
C -1.355 1.007 0.876
N 0.083 -1.841 0.997
N 0.390 0.300 2.660
H 3.551 4.225 -0.579
C 1.686 -2.393 -0.764
O 1.661 -1.044 -0.924
O -0.052 -3.136 2.883
C 4.554 1.903 1.698
H 0.011 1.206 2.932



Entry 4:
50
Properties=species:S:1:pos:R:3 method="wB97M-V/def2-TZVPD" homo_lumo_gap_ev="7.03 / 7.16" spin_multiplicity=2 de_lowest_kj_mol=0.0 charge=-1
C -0.299 -0.104 1.759
C -0.410 -0.637 3.009
H -4.751 2.927 1.425
C 3.340 -0.006 -0.115
C -3.911 2.028 -0.393
H 0.984 -3.152 -2.153
O -0.338 -0.300 -0.599
C -4.067 2.252 0.940
C -1.125 -0.377 0.511
C 1.152 5.790 -1.726
H -4.483 2.531 -1.157
S -3.369 -2.126 0.429
O 0.408 -1.236 -2.689
H 0.088 -2.949 0.860
C 0.483 -0.040 3.945
H -1.423 -5.119 0.800
Co 0.956 0.778 -1.716
C 0.344 4.800 -2.364
N 2.516 -0.427 -1.076
S -0.301 2.214 -2.990
C -2.260 0.639 0.459
H -3.955 -4.489 0.499
C 3.702 -2.224 0.654
C 2.859 -2.667 -0.351
S -2.951 1.347 1.868
H 2.626 -3.718 -0.468
H -2.557 0.805 -1.654
C -0.761 5.256 -3.145
C -1.799 -4.112 0.703
H -0.214 -1.222 -1.898
H 4.607 -0.478 1.541
C 3.966 -0.871 0.765
C 1.410 -2.166 -2.369
H 3.489 1.064 -0.057
C -3.121 -3.811 0.549
H 4.134 -2.927 1.354
C 1.243 0.936 3.376
C -2.874 1.093 -0.666
S 0.873 1.146 1.721
H 0.554 -0.329 4.982
H -1.104 -1.428 3.248
H 2.052 -2.267 -3.251
C 0.623 3.458 -2.243
N -1.653 5.629 -3.772
S 1.925 2.828 -1.286
C 2.284 -1.740 -1.207
N 1.799 6.597 -1.219
C -1.699 -1.794 0.595
H 1.999 1.545 3.842
C -0.986 -2.949 0.731



Calculated E_tot (hartree), listed in the same order as above: -4138.47587; -3800.47067; -4129.97157; -4574.59785
Calculated F_max (hartree/bohr), listed in the same order as above: 0.027; 0.004; 0.025; 0.015